Record 1
The following is a quantum chemistry calculation of 2 unconnected molecules or ions with the total composition C29H27F3N2O2, from the OMol25 dataset.

Last columns: bonded neighbours and bond lengths (Å).
CARTESIAN COORDINATES (ANGSTROEM)
1 C 2.008 0.276 6.580  C2 1.501, H26 1.093, H27 1.098, H28 1.097
2 C 2.138 -0.451 5.273  C1 1.501, C3 1.397, C25 1.396
3 C 1.477 -1.666 5.078  C2 1.397, C4 1.401, H29 1.093
4 C 1.593 -2.381 3.879  C3 1.401, C5 1.493, C6 1.403
5 C 0.956 -3.730 3.802  C4 1.493, H30 1.092, H31 1.100, H32 1.098
6 C 2.296 -1.801 2.812  C4 1.403, N7 1.431, C23 1.400
7 N 2.391 -2.462 1.547  C6 1.431, C8 1.381, C22 1.396
8 C 1.367 -2.839 0.702  N7 1.381, C9 1.460, N19 1.354
9 C 0.045 -2.223 0.767  C8 1.460, C10 1.487, O18 1.242
10 C -0.982 -2.699 -0.198  C9 1.487, C11 1.347, H33 1.089
11 C -1.871 -3.670 0.084  C10 1.347, C12 1.454, H34 1.097
12 C -2.778 -4.236 -0.902  C11 1.454, C13 1.417, C17 1.414
13 C -3.565 -5.369 -0.576  C12 1.417, C14 1.390, H35 1.092
14 C -4.388 -5.965 -1.525  C13 1.390, C15 1.406, H36 1.092
15 C -4.422 -5.465 -2.839  C14 1.406, C16 1.400, H37 1.092
16 C -3.636 -4.358 -3.182  C15 1.400, C17 1.395, H38 1.092
17 C -2.849 -3.726 -2.219  C12 1.414, C16 1.395, H39 1.089
18 O -0.170 -1.292 1.562  C9 1.242
19 N 1.950 -3.404 -0.382  C8 1.354, C20 1.452, C21 1.390
20 C 1.302 -3.892 -1.586  N19 1.452, H40 1.096, H41 1.097, H42 1.098
21 C 3.325 -3.467 -0.190  N19 1.390, C22 1.343, H43 1.075
22 C 3.599 -2.879 0.986  N7 1.396, C21 1.343, H44 1.075
23 C 3.008 -0.608 2.997  C6 1.400, C24 1.494, C25 1.402
24 C 3.835 0.000 1.912  C23 1.494, H45 1.096, H46 1.098, H47 1.097
25 C 2.914 0.054 4.229  C2 1.396, C23 1.402, H48 1.092
26 H 2.673 1.144 6.603  C1 1.093
27 H 0.981 0.631 6.736  C1 1.098
28 H 2.258 -0.373 7.428  C1 1.097
29 H 0.862 -2.078 5.882  C3 1.093
30 H 1.314 -4.324 2.958  C5 1.092
31 H 1.172 -4.283 4.728  C5 1.100
32 H -0.135 -3.631 3.734  C5 1.098
33 H -1.099 -2.037 -1.055  C10 1.089
34 H -1.923 -4.079 1.100  C11 1.097
35 H -3.476 -5.781 0.431  C13 1.092
36 H -4.995 -6.832 -1.254  C14 1.092
37 H -5.048 -5.944 -3.594  C15 1.092
38 H -3.624 -3.981 -4.207  C16 1.092
39 H -2.276 -2.835 -2.471  C17 1.089
40 H 2.081 -4.343 -2.210  C20 1.096
41 H 0.546 -4.655 -1.360  C20 1.097
42 H 0.833 -3.076 -2.150  C20 1.098
43 H 3.974 -3.896 -0.933  C21 1.075
44 H 4.537 -2.685 1.475  C22 1.075
45 H 4.143 0.994 2.255  C24 1.096
46 H 4.750 -0.572 1.713  C24 1.098
47 H 3.285 0.119 0.970  C24 1.097
48 H 3.458 0.992 4.364  C25 1.092
49 F -3.667 3.417 -2.062  C50 1.371
50 C -3.184 2.168 -1.771  F49 1.371, F51 1.365, F52 1.369, C53 1.494
51 F -2.820 1.598 -2.957  C50 1.365
52 F -2.045 2.345 -1.034  C50 1.369
53 C -4.191 1.346 -1.033  C50 1.494, C54 1.481, C59 1.375
54 C -3.818 -0.048 -0.698  C53 1.481, O55 1.244, C56 1.451
55 O -2.779 -0.580 -1.129  C54 1.244
56 C -4.784 -0.740 0.133  C54 1.451, C57 1.378, H60 1.093
57 C -6.007 -0.186 0.441  C56 1.378, C58 1.403, H61 1.091
58 C -6.340 1.113 0.025  C57 1.403, C59 1.402, H62 1.092
59 C -5.415 1.876 -0.701  C53 1.375, C58 1.402, H63 1.088
60 H -4.503 -1.744 0.459  C56 1.093
61 H -6.719 -0.774 1.022  C57 1.091
62 H -7.311 1.550 0.269  C58 1.092
63 H -5.663 2.891 -1.003  C59 1.088

Computed properties:
multiplicity	1
E_HOMO	-5.2267	eV
orbital gap	3.317	eV

Record 2
The following is a quantum chemistry calculation of 3 unconnected molecules or ions with the total composition C3H12NO, from the OMol25 dataset.

Last columns: bonded neighbours and bond lengths (Å).
CARTESIAN COORDINATES (ANGSTROEM)
1 C 1.331 -0.200 -0.664  C2 1.477, N4 1.491, H5 1.150, H6 1.080
2 C 0.705 -0.003 0.659  C1 1.477, C3 1.514, H7 1.103, H8 1.113
3 C -0.111 -1.167 1.177  C2 1.514, H9 1.116, H10 1.162, H11 1.149
4 N 1.392 1.102 -1.387  C1 1.491, H12 1.037, H13 0.959
5 H 0.678 -0.916 -1.283  C1 1.150
6 H 2.344 -0.562 -0.567  C1 1.080
7 H 1.472 0.316 1.385  C2 1.103
8 H 0.005 0.863 0.625  C2 1.113
9 H -0.829 -1.370 0.346  C3 1.116
10 H -0.670 -0.833 2.139  C3 1.162
11 H 0.585 -2.030 1.477  C3 1.149
12 H 0.436 1.364 -1.689  N4 1.037
13 H 2.001 1.020 -2.123  N4 0.959
14 H -1.466 0.458 -1.534  no bonds
15 H -3.328 0.888 0.831  O17 1.025
16 H -2.162 0.576 -0.174  O17 0.984
17 O -2.383 0.494 0.782  H15 1.025, H16 0.984

Computed properties:
total charge	+1
relative energy (zero: lowest compared OMol25 entry of this formula, charge and spin)	209.6	kcal/mol
multiplicity	1
E_HOMO	-15.2906	eV
orbital gap	4.774	eV

Asked for E_tot across the records above, the calculation gives -1680.78182, -250.93637 Ha in order.
Asked for max |F| across the records above, the calculation gives 0.077, 0.090 Eh/bohr in order.
Asked for E_LUMO across the records above, the calculation gives -1.91, -10.52 eV in order.